Here is 6 unconnected molecules or ions with the total composition C36H50ClFIN3O11P at a distorted geometry from the Open Molecules 2025 dataset. Energies are from ωB97M-V/def2-TZVPD.

Output
charge = +1
calculated total energy = -3592.50899 Eh
2S+1 = 1
frontier orbital gap = 7.90 eV
LUMO energy = -0.1165 Eh

Each line ends with the Mulliken charge.
Cartesian coordinates (Å):
C -4.85 5.52 5.19  -0.58
I 7.18 1.92 -0.29  0.36
H -3.12 -5.80 -0.99  0.20
H -9.61 -2.86 -1.07  0.33
C -0.57 1.23 1.69  -0.01
C -5.32 4.17 5.71  -0.35
C 3.66 -1.42 3.67  -0.77
N 4.25 1.35 2.89  0.06
H -2.56 -0.16 -0.94  0.31
O -2.88 -4.71 -5.66  -0.57
H 0.55 -2.83 -6.01  0.25
C -2.25 0.56 -0.15  -0.51
H 3.52 -2.15 4.51  0.34
C 2.38 0.79 5.24  -0.71
C 3.30 3.26 -1.00  -0.14
H 11.70 -2.77 -0.16  0.26
H 10.24 -3.03 -1.18  0.29
C -9.23 -3.48 -1.88  -0.46
H 2.38 1.80 5.71  0.35
C -0.03 -3.23 -6.86  -0.42
H -3.68 -4.91 -3.19  0.49
H -1.32 -2.49 -8.41  0.26
C 2.28 3.03 2.77  0.41
C -2.55 2.72 1.20  -0.10
H 3.82 4.74 0.65  0.32
H 0.36 0.93 2.23  0.21
O -6.35 2.46 4.36  -0.58
H -7.94 -4.26 -4.30  0.30
H -6.61 -3.14 -3.84  0.17
H 2.70 -1.41 3.07  0.21
C -3.53 -4.19 -2.39  -0.17
H 2.55 3.76 3.59  0.35
H 10.20 0.82 0.22  0.16
O 11.94 -1.62 -2.77  -0.54
H 1.50 0.64 4.54  0.08
H -2.21 -1.94 -5.55  0.12
H -3.19 -2.37 -6.99  0.34
H -6.18 4.27 6.37  0.29
H 9.07 -1.23 -0.21  0.15
C -3.00 1.80 0.15  -0.66
C 10.08 -1.35 0.20  -0.25
C -1.93 -3.22 -0.95  0.26
C -1.06 -2.25 -7.37  -0.51
H -0.61 2.98 3.84  0.38
C -2.16 -3.54 -2.41  0.07
C 1.44 3.82 1.71  -0.14
O -0.01 5.51 2.65  -0.53
C -1.33 2.46 1.96  0.23
H 1.92 4.74 1.31  0.50
O -0.78 -4.37 -6.40  -0.35
H 11.67 0.01 0.79  0.28
O -2.78 -3.93 -0.18  -0.35
H 1.57 2.28 3.23  -0.64
H -4.11 6.00 5.83  0.32
H -4.51 3.62 6.21  0.25
O -1.10 -2.46 -0.51  -0.61
H -3.91 1.98 -0.47  0.35
C -1.05 0.30 0.66  -0.68
Cl 6.69 -0.16 2.54  -0.13
H 2.22 0.02 6.06  0.39
H -8.02 -1.81 -2.49  0.26
H -4.42 6.01 3.12  0.36
H -4.58 -4.87 -0.62  0.34
C 3.60 2.40 2.27  0.44
O -6.32 -5.27 -2.18  -0.59
H 5.19 4.06 -0.24  0.51
H -1.39 -4.23 -2.75  0.23
H 0.67 -3.54 -7.64  0.31
H -4.30 -3.42 -2.47  -0.04
H -10.06 -4.07 -2.29  0.27
C -4.32 5.17 3.82  -0.19
C -2.05 -3.99 -6.13  0.53
P 3.93 0.33 4.32  0.06
F 3.16 1.85 -0.85  -0.30
H -2.16 -2.63 -3.02  0.02
H 9.99 -1.71 1.23  0.30
C 10.88 -2.28 -0.70  -0.44
C -2.25 -2.53 -6.47  -0.26
C 11.45 -1.33 -1.72  0.49
H 4.47 -1.76 2.99  0.30
C 5.44 1.03 2.22  0.42
H -5.71 6.20 5.10  0.28
H -3.18 3.63 1.39  0.24
N 4.41 2.72 1.20  0.19
C 5.57 1.92 1.08  -0.59
C 4.19 3.78 0.20  -0.99
C -3.57 -4.81 -1.01  -0.50
O -8.23 -4.37 -1.38  -0.35
C -7.25 -4.52 -2.30  0.50
C 10.85 -0.05 0.08  -0.36
C -8.54 -2.66 -2.95  -0.52
C -5.69 3.45 4.44  0.46
H 1.06 3.16 0.88  0.22
H -3.28 4.84 3.84  0.07
C 0.13 4.33 2.46  -0.31
O -5.14 4.08 3.37  -0.34
O 11.38 -0.05 -1.25  -0.35
H -0.51 -0.64 0.45  0.52
N -0.90 3.43 2.97  -0.07
H 3.81 3.42 -1.99  0.32
H -0.72 -1.22 -7.34  0.33
H -9.22 -2.27 -3.71  0.32
H 2.27 3.69 -1.04  0.26
C -7.52 -3.64 -3.50  -0.25